Record 1
{
  "formula": "C16H56N4O12",
  "method": "wB97M-V/def2-TZVPD",
  "elements": ["C", "C", "O", "H", "H", "H", "H", "H", "H", "C", "C", "O", "H", "H", "H", "H", "H", "H", "C", "C", "O", "H", "H", "H", "H", "H", "H", "C", "C", "O", "H", "H", "H", "H", "H", "H", "C", "O", "N", "N", "H", "H", "H", "H", "C", "O", "N", "N", "H", "H", "H", "H", "C", "O", "H", "H", "H", "H", "C", "O", "H", "H", "H", "H", "C", "O", "H", "H", "H", "H", "C", "O", "H", "H", "H", "H", "C", "O", "H", "H", "H", "H", "C", "O", "H", "H", "H", "H"],
  "coordinates": [[27.437, 10.130, 15.064], [26.544, 11.106, 15.871], [25.932, 11.961, 14.902], [26.841, 9.726, 14.266], [28.046, 9.383, 15.470], [28.151, 10.799, 14.526], [27.186, 11.670, 16.487], [25.789, 10.561, 16.447], [25.216, 12.441, 15.244], [28.642, 8.415, 12.446], [29.762, 7.603, 11.756], [29.241, 6.546, 11.102], [29.045, 9.328, 12.922], [28.220, 7.853, 13.288], [27.827, 8.706, 11.819], [30.423, 7.199, 12.481], [30.433, 8.231, 11.145], [28.969, 5.901, 11.763], [26.839, 6.389, 15.625], [25.861, 5.236, 15.750], [26.028, 4.394, 14.638], [26.332, 7.305, 16.068], [26.955, 6.634, 14.594], [27.808, 6.200, 16.110], [24.823, 5.546, 15.825], [26.056, 4.731, 16.666], [25.607, 3.624, 14.966], [29.677, 4.450, 13.718], [28.586, 4.023, 12.747], [27.704, 5.022, 12.699], [30.270, 5.150, 13.230], [30.202, 3.484, 13.968], [29.185, 4.872, 14.616], [28.052, 3.200, 13.129], [28.886, 3.776, 11.751], [27.207, 5.058, 13.544], [24.662, 10.718, 11.876], [24.472, 10.449, 10.571], [23.741, 10.640, 12.795], [25.807, 11.070, 12.323], [22.802, 10.239, 12.512], [23.924, 10.582, 13.794], [26.660, 11.164, 11.706], [25.914, 11.395, 13.321], [29.528, 6.669, 7.622], [30.914, 6.439, 7.855], [28.715, 7.153, 8.530], [29.001, 6.528, 6.434], [29.085, 7.113, 9.515], [27.718, 7.143, 8.438], [29.692, 6.271, 5.720], [28.013, 6.694, 6.154], [27.235, 4.226, 9.509], [27.022, 3.101, 8.679], [28.309, 4.487, 9.484], [27.058, 3.854, 10.536], [26.683, 5.115, 9.332], [27.412, 2.324, 9.075], [26.173, 8.528, 9.155], [26.068, 7.386, 8.350], [27.137, 8.668, 9.736], [25.358, 8.486, 9.809], [26.115, 9.376, 8.478], [25.188, 7.350, 8.114], [29.857, 9.813, 7.609], [28.438, 9.691, 7.511], [30.377, 9.139, 6.962], [30.124, 9.684, 8.626], [30.167, 10.834, 7.287], [28.268, 8.807, 7.823], [28.975, 11.564, 10.798], [27.692, 11.031, 10.472], [29.300, 12.411, 10.236], [29.720, 10.727, 10.705], [28.926, 11.878, 11.907], [27.478, 11.355, 9.600], [31.206, 3.421, 10.239], [31.604, 2.589, 9.142], [31.911, 4.305, 10.519], [31.041, 2.822, 11.078], [30.200, 3.925, 10.044], [31.589, 3.078, 8.271], [25.160, 7.193, 12.553], [25.780, 6.576, 11.508], [24.423, 7.863, 12.235], [25.836, 7.859, 13.104], [24.718, 6.443, 13.211], [26.529, 6.147, 11.874]],
  "atomic_forces_ev_per_a": [[-0.52, 2.84, -1.64], [0.15, -1.70, -0.73], [1.53, -1.02, -0.34], [-0.29, -0.56, -0.25], [0.42, -1.03, 1.44], [-0.33, -0.39, 0.27], [0.47, 0.81, 1.13], [0.05, 0.19, 0.07], [-1.41, 1.03, 0.97], [1.26, 0.33, 1.16], [0.07, 2.41, 1.45], [-0.41, -1.79, -1.64], [-0.02, -0.25, -0.35], [0.07, -0.20, -0.24], [-0.38, 0.09, -0.73], [0.88, 0.06, 1.27], [-0.63, -0.25, -0.39], [-0.49, 0.19, -0.25], [-1.25, 1.26, 1.38], [0.35, 1.43, 0.20], [0.18, 0.22, 0.18], [0.94, -0.95, -0.26], [0.31, 0.24, -0.71], [-0.38, 0.10, -0.23], [-0.21, 0.43, -0.25], [0.29, -0.78, 0.82], [-0.49, -1.79, -0.51], [-0.78, -3.17, 0.69], [1.37, -1.18, 1.42], [-2.92, 3.39, -0.38], [1.52, 1.23, -0.44], [0.15, 1.34, 0.09], [0.46, -0.27, -0.41], [-0.28, -1.77, 0.53], [0.64, -0.08, -0.54], [0.23, -0.38, -0.71], [-0.15, -1.47, -7.55], [-0.02, 0.98, 5.12], [-5.68, -1.47, 1.78], [4.92, 1.76, 2.12], [1.90, 0.85, 0.37], [0.30, 0.12, -0.69], [-1.75, -0.30, 0.38], [-0.37, -0.51, -1.80], [6.82, -0.71, 1.57], [-6.92, 0.95, -1.18], [1.32, 0.26, 3.36], [-0.15, -0.86, -3.54], [-0.75, -0.20, -1.57], [-0.35, -0.66, -0.38], [-0.85, 0.13, 0.39], [1.39, -0.14, 0.72], [2.06, -1.80, 1.90], [-0.87, 0.43, -1.28], [-0.33, 0.23, -0.10], [-0.24, 0.79, -0.16], [-0.97, 0.29, -0.70], [0.18, 0.03, 0.19], [1.02, 1.59, 0.15], [3.07, -1.13, 0.03], [-1.15, -0.82, -0.80], [-0.87, 0.59, 1.22], [-0.17, 0.49, 0.33], [-2.76, -0.47, -0.91], [-0.71, 1.58, -0.84], [0.45, 1.22, -0.69], [0.35, -0.72, -0.24], [0.74, -0.28, 1.00], [-0.46, -0.53, 0.27], [-0.13, -0.43, 0.25], [0.37, -1.53, 2.51], [1.07, 0.64, -0.33], [-0.07, 0.53, -0.63], [-0.43, 0.93, 0.12], [0.24, -0.42, -1.57], [-0.48, -0.21, -0.56], [-0.47, 2.97, -1.75], [0.04, 0.93, -0.60], [-0.82, -1.65, -0.70], [0.15, -1.23, 1.29], [1.27, -0.52, -0.04], [-0.08, -0.39, 1.75], [0.32, 0.13, 1.60], [-0.45, 0.28, -1.80], [-1.44, 0.76, -0.89], [0.20, -0.17, 0.33], [-0.19, 0.12, 0.46], [1.32, -1.00, 0.00]],
  "smiles": "NC(N)=O.NC(N)=O.CCO.CCO.CCO.CCO.CO.CO.CO.CO.CO.CO",
  "mol_weight_g_mol": 496.640,
  "energy_ev": -48024.9674
}

Record 2
{
  "formula": "C24H15F15GeN3PtSSe3Te",
  "method": "wB97M-V/def2-TZVPD",
  "elements": ["Pt", "C", "C", "N", "C", "C", "N", "C", "C", "N", "H", "H", "H", "H", "H", "H", "H", "H", "H", "H", "H", "H", "H", "H", "H", "Se", "Se", "Te", "Se", "F", "C", "C", "C", "F", "C", "F", "C", "F", "C", "F", "Ge", "S", "C", "C", "F", "C", "F", "C", "F", "C", "F", "C", "F", "C", "C", "F", "C", "F", "C", "F", "C", "F", "C", "F"],
  "coordinates": [[0.306, -0.127, -0.148], [-0.639, -0.109, 2.950], [0.386, 1.024, 2.707], [1.435, 0.579, 1.785], [2.349, -0.430, 2.335], [2.812, -1.378, 1.239], [1.684, -1.849, 0.417], [0.809, -2.902, 0.972], [-0.127, -2.416, 2.082], [-0.710, -1.078, 1.833], [-1.614, 0.354, 3.085], [-0.407, -0.638, 3.874], [0.793, 1.359, 3.664], [-0.110, 1.872, 2.241], [1.953, 1.368, 1.411], [1.835, -0.976, 3.122], [3.223, 0.038, 2.790], [3.357, -2.218, 1.677], [3.481, -0.840, 0.575], [2.050, -2.185, -0.468], [1.393, -3.745, 1.353], [0.203, -3.265, 0.143], [0.395, -2.401, 3.036], [-0.916, -3.163, 2.180], [-1.666, -1.172, 1.523], [-1.348, 1.801, -0.336], [-1.806, 2.207, -2.480], [-1.398, 0.029, -3.809], [-0.456, -1.490, -2.214], [3.974, -1.750, -1.357], [3.689, -2.074, -2.635], [3.273, -1.089, -3.515], [2.948, -1.512, -4.796], [2.483, -0.653, -5.708], [3.075, -2.830, -5.191], [2.760, -3.202, -6.427], [3.532, -3.769, -4.290], [3.661, -5.034, -4.658], [3.833, -3.394, -2.994], [4.244, -4.306, -2.113], [3.342, 0.798, -2.949], [1.912, 1.337, -1.407], [5.127, 1.241, -2.231], [6.236, 0.413, -2.197], [6.200, -0.808, -2.755], [7.430, 0.798, -1.622], [8.470, -0.032, -1.596], [7.543, 2.057, -1.069], [8.680, 2.431, -0.499], [6.474, 2.930, -1.119], [6.590, 4.152, -0.605], [5.296, 2.515, -1.707], [4.302, 3.409, -1.782], [3.207, 1.885, -4.584], [4.326, 2.131, -5.368], [5.517, 1.612, -5.042], [4.273, 2.886, -6.522], [5.368, 3.106, -7.242], [3.063, 3.409, -6.935], [2.994, 4.129, -8.044], [1.924, 3.170, -6.194], [0.750, 3.656, -6.598], [2.015, 2.422, -5.041], [0.870, 2.207, -4.369]],
  "atomic_forces_ev_per_a": [[0.10, -0.28, 0.01], [0.16, 0.04, -0.11], [0.01, -0.27, -0.09], [-0.18, 0.42, -0.08], [-0.05, -0.11, -0.14], [-0.14, 0.01, 0.11], [-0.19, -0.14, -0.12], [0.09, 0.18, 0.09], [0.04, 0.07, -0.04], [-0.10, -0.05, -0.19], [-0.07, -0.06, 0.04], [-0.01, -0.04, 0.04], [0.00, 0.02, 0.04], [0.02, 0.10, 0.02], [0.05, 0.01, 0.03], [-0.01, 0.06, 0.06], [0.02, 0.02, 0.06], [0.03, -0.02, -0.01], [0.01, 0.02, -0.04], [0.13, 0.02, 0.10], [0.02, -0.02, -0.02], [0.02, -0.06, -0.09], [0.01, 0.04, 0.05], [-0.05, 0.01, 0.06], [-0.10, -0.08, 0.11], [0.20, -0.17, -0.08], [-0.10, 0.14, 0.11], [0.14, -0.24, 0.03], [-0.03, 0.31, 0.13], [0.16, 0.04, -0.05], [-0.12, 0.13, -0.23], [0.07, 0.01, 0.06], [0.02, 0.08, 0.21], [-0.01, 0.08, -0.04], [-0.05, -0.02, -0.18], [-0.01, 0.02, 0.01], [0.02, -0.27, -0.06], [-0.01, -0.02, 0.01], [0.02, -0.14, 0.15], [-0.01, 0.02, 0.01], [0.17, 0.00, -0.09], [-0.08, 0.21, 0.11], [-0.06, 0.00, -0.01], [-0.14, -0.03, -0.07], [-0.07, 0.01, 0.03], [0.18, -0.20, 0.00], [-0.04, 0.03, 0.00], [0.19, 0.09, 0.11], [0.01, 0.01, -0.01], [-0.02, 0.14, 0.06], [-0.01, -0.02, -0.03], [-0.03, -0.11, -0.05], [-0.09, -0.04, 0.02], [-0.04, 0.00, 0.04], [-0.07, -0.08, 0.12], [-0.04, -0.05, 0.05], [0.17, 0.06, -0.12], [-0.03, -0.02, 0.02], [0.02, 0.12, -0.21], [0.00, 0.00, 0.00], [-0.18, 0.07, -0.02], [0.01, 0.00, 0.02], [0.11, -0.05, 0.11], [0.00, 0.00, 0.00]],
  "charge": 1,
  "mol_weight_g_mol": 1294.610,
  "energy_ev": -344285.9505,
  "spin_multiplicity": 5
}